[1]
14
Properties=species:S:1:pos:R:3 method="wB97M-V/def2-TZVPD" spin_multiplicity=1 e_lumo_ev=0.4 homo_lumo_gap_ha=0.3788 homo_ev=-9.86 e_tot_ha=-341.5116 largest_force_ha_per_bohr=0.1472 relative_energy_ev=5.739
C -2.4884 -1.0270 0.2303
C -1.3557 -0.6972 -0.2006
C -0.0323 -0.2391 -0.1094
C 0.9635 -0.2606 1.2080
C 2.0756 -0.3191 0.0136
C -0.2919 1.3237 -0.1858
H -3.5244 -1.2518 0.2279
H 0.7507 0.3716 1.9962
H 0.7645 -1.3763 1.2788
H 2.8196 -1.0352 0.0574
H 2.3518 0.6849 -0.2383
H 0.9193 -0.9912 -2.1545
N 0.9068 -0.8973 -0.8588
N -0.5220 2.4564 -0.1274



[2]
91
Properties=species:S:1:pos:R:3 method="wB97M-V/def2-TZVPD" total_charge=-1 spin_multiplicity=1 e_lumo_ev=2.0 homo_lumo_gap_ha=0.2532 homo_ev=-4.84 e_tot_ha=-4695.2198 largest_force_ha_per_bohr=0.0446
C -2.4520 -4.2075 1.5654
C -1.8451 -4.1088 2.9624
C -1.3908 -2.6869 3.3446
I -1.5322 -2.4432 5.5000
In -2.3506 -0.9757 2.2192
C -4.4267 -1.3983 1.5180
B -5.3626 -2.0585 2.5540
O -6.5192 -2.7858 2.1396
O -5.1497 -2.0268 3.9071
H -1.9834 -3.5406 0.8507
H -3.5258 -4.0756 1.6149
H -2.2936 -5.2214 1.1991
H -2.4950 -4.5168 3.7249
H -0.9621 -4.7523 2.9732
H -0.3277 -2.6384 3.1469
H -1.2889 -0.5085 0.8650
H -2.4703 0.4125 3.3640
H -4.8606 -0.4255 1.2777
H -4.4726 -1.9586 0.5890
H -6.3141 -3.7258 2.0229
H -5.8289 -2.6009 4.3056
C 0.0373 -0.5705 -3.0542
S -1.1931 -1.3860 -2.0406
O -0.4479 -2.3469 -1.1662
C -1.9008 -2.3619 -3.3798
H 0.6327 0.0662 -2.4040
H 0.6750 -1.3190 -3.5285
H -0.4616 0.0436 -3.7993
H -1.1256 -2.9740 -3.8442
H -2.3454 -1.6893 -4.1130
H -2.6716 -3.0016 -2.9533
C -1.9948 3.5258 -0.6176
S -2.7327 2.6902 -2.0215
O -1.7774 1.6475 -2.4790
C -2.5905 4.0494 -3.1906
H -1.9632 2.8204 0.2119
H -0.9845 3.8612 -0.8579
H -2.6230 4.3768 -0.3503
H -1.5432 4.3309 -3.2939
H -3.1805 4.8947 -2.8348
H -2.9768 3.7130 -4.1505
C 4.1787 -3.1166 -6.0902
S 2.6164 -3.3242 -5.2233
O 2.1186 -1.9593 -4.8982
C 3.3125 -3.9899 -3.7113
H 3.9685 -2.6621 -7.0561
H 4.8322 -2.4653 -5.5101
H 4.6420 -4.0923 -6.2370
H 4.0227 -3.2800 -3.2898
H 3.8004 -4.9411 -3.9232
H 2.5035 -4.1481 -3.0041
C 2.9772 2.8535 0.5723
S 1.4741 3.7607 0.9229
O 1.2264 4.6560 -0.2531
C 2.1609 4.8006 2.2137
H 2.7678 2.1715 -0.2489
H 3.7657 3.5505 0.2862
H 3.2593 2.2863 1.4594
H 3.0031 5.3674 1.8153
H 2.4730 4.1722 3.0473
H 1.3783 5.4814 2.5424
C 3.4957 -0.0224 4.4085
S 2.2112 0.6581 3.3499
O 2.7070 1.9921 2.8871
C 1.0259 0.9448 4.6618
H 4.3609 -0.2422 3.7864
H 3.7654 0.7065 5.1731
H 3.1302 -0.9413 4.8665
H 1.4599 1.6036 5.4152
H 0.7632 -0.0214 5.0910
H 0.1397 1.4041 4.2281
C 0.1705 6.8098 -2.2258
S -1.3106 7.7284 -1.8152
O -1.5714 8.6801 -2.9306
C -0.5689 8.6740 -0.4787
H -0.0577 6.1763 -3.0794
H 0.9667 7.5069 -2.4884
H 0.4644 6.1886 -1.3760
H 0.2816 9.2381 -0.8611
H -0.2534 7.9916 0.3105
H -1.3231 9.3577 -0.0945
C 2.5277 -6.1763 1.4616
S 2.2411 -5.7943 -0.2717
O 3.4180 -5.0019 -0.7392
C 0.8873 -4.6557 -0.0039
H 3.3731 -6.8589 1.5234
H 2.7534 -5.2570 2.0017
H 1.6392 -6.6529 1.8752
H 1.2103 -3.8389 0.6409
H 0.0584 -5.1978 0.4525
H 0.5722 -4.2481 -0.9599



[3]
17
Properties=species:S:1:pos:R:3 method="wB97M-V/def2-TZVPD" total_charge=+1 spin_multiplicity=1 e_lumo_ev=-3.8 smiles=[PH2]#[PH][C@@H]1[NH2+]CCO1 homo_lumo_gap_ha=0.3150 homo_ev=-12.38 e_tot_ha=-932.6465 largest_force_ha_per_bohr=0.0920 relative_energy_ev=2.168
P -3.1157 0.1985 0.4368
P -1.5429 -0.8536 -0.6234
C -0.1824 0.6692 -0.6952
N 1.1275 0.1265 -1.0028
C 1.6103 -0.3043 0.3713
C 0.8426 0.5555 1.2975
O 0.0774 1.3253 0.4564
H -4.0352 -0.8059 1.1263
H -2.4296 0.4521 1.5639
H -1.9556 -0.4714 -1.8983
H -0.2488 1.4170 -1.5440
H 1.6290 1.0304 -1.3701
H 1.1799 -0.8229 -1.5987
H 2.7475 -0.1814 0.2638
H 1.5206 -1.3852 0.5811
H 0.1676 -0.1151 1.8302
H 1.4706 1.1473 1.9984